[1]
A 2-piece molecular cluster, CH3Cl2N3 overall, computed with wB97M-V/def2-TZVPD.

HOMO energy = -9.523 eV
orbital gap = 9.92 eV
energy relative to the best compared isomer or geometry (same formula, charge and spin) = 0.980 eV
largest force on an atom = 3.3 eV/A

Geometry as ORCA input:
```
! RIJCOSX wB97M-V def2-TZVPD def2/J DEFGRID3
* xyz 0 1
Cl 2.57 1.06 0.69
N 2.25 0.07 -0.65
Cl 2.16 -1.61 -0.14
H 1.36 0.16 -1.09
N -0.70 0.57 -0.47
C -1.66 0.05 0.13
N -2.32 -0.71 0.78
H -0.31 1.43 -0.18
H -3.35 -1.02 0.94
*
```

=====

[2]
CH3Cl2NO2S as an isolated structure, computed with wB97M-V/def2-TZVPD.

HOMO energy = -10.619 eV
orbital gap = 9.46 eV
energy relative to the best compared isomer or geometry (same formula, charge and spin) = 2.014 eV
largest force on an atom = 5.4 eV/A

Geometry as ORCA input:
```
! RIJCOSX wB97M-V def2-TZVPD def2/J DEFGRID3
* xyz 0 1
C 0.72 0.68 0.99
N -0.43 -0.54 -1.41
O 0.24 -1.72 0.73
O -1.76 -0.35 0.64
S -0.42 -0.61 0.20
Cl -0.19 1.55 2.05
Cl 1.12 1.92 -0.85
H 1.63 0.39 1.40
H 0.36 -0.67 -1.99
H -1.27 -0.65 -1.78
*
```

=====

[3]
A 2-piece molecular cluster, CH3Cl2O3P overall, computed with wB97M-V/def2-TZVPD.

HOMO energy = -9.242 eV
orbital gap = 8.40 eV
energy relative to the best compared isomer or geometry (same formula, charge and spin) = 2.342 eV
largest force on an atom = 2.0 eV/A

Geometry as ORCA input:
```
! RIJCOSX wB97M-V def2-TZVPD def2/J DEFGRID3
* xyz 0 1
C -3.54 -1.07 -0.24
O -0.17 1.43 1.46
O 1.25 -0.25 0.19
O -0.53 1.33 -0.76
P 0.78 1.35 0.11
Cl -4.08 0.03 -1.41
Cl -3.97 -0.73 1.34
H 0.28 1.13 2.26
H 0.79 -0.76 0.88
H -0.40 1.15 -1.70
*
```

=====

[4]
A 2-piece molecular cluster, CH3Cl2PS2 overall, computed with wB97M-V/def2-TZVPD.

HOMO energy (spin up / spin down) = -7.346 / -7.345 eV
orbital gap (spin up / spin down) = 4.75 / 4.75 eV
energy relative to the best compared isomer or geometry (same formula, charge and spin) = 4.037 eV
largest force on an atom = 2.2 eV/A

Geometry as ORCA input:
```
! RIJCOSX wB97M-V def2-TZVPD def2/J DEFGRID3
* xyz 0 1
C -0.23 -0.29 -0.03
P 0.43 -1.48 2.58
S 4.68 -0.71 0.99
S -0.45 -1.85 0.82
Cl 3.22 -1.54 2.15
Cl 0.47 -3.29 3.44
H -0.63 0.51 0.53
H -0.50 -0.61 -1.03
H 0.76 0.05 0.07
*
```

=====

largest force on an atom of number 3 (CH3Cl2O3P)?
2.0 eV/A